# 1
ORCA calculation (ωB97M-V/def2-TZVPD) on a structure of composition CH3N4.

**E_HOMO (spin up / spin down)**: -16.570 / -16.569 eV
**Gap between HOMO and LUMO (spin up / spin down)**: 8.64 / 8.64 eV
**Max |F|**: 8.29 eV Å⁻¹

The geometry in ORCA input format:
```
! wB97M-V def2-TZVPD RIJCOSX def2/J DEFGRID3
* xyz 1 1
C -1.19897 -0.33245 -0.16470
N -2.46524 -1.01716 -0.24976
N -3.02671 0.06952 -0.19082
N -1.74300 0.84104 -0.05739
N 0.51996 -0.80472 -0.00850
H -1.48468 1.81894 0.02334
H 0.65095 -1.75900 -0.31906
H 1.15766 -0.05853 -0.25186
*
```

# 2
ORCA calculation (ωB97M-V/def2-TZVPD) on a cluster of 2 separate species, CH3N4O in total.

**E_HOMO**: -14.533 eV
**Gap between HOMO and LUMO**: 8.14 eV
**Max |F|**: 3.65 eV Å⁻¹

The geometry in ORCA input format:
```
! wB97M-V def2-TZVPD RIJCOSX def2/J DEFGRID3
* xyz 1 1
C 1.97622 -1.01164 0.84074
N 0.98600 -1.29258 0.25919
N -0.08262 -1.27338 -0.32628
N -1.00495 -1.33859 -0.92433
N -1.00247 1.31441 -0.23343
O 2.95138 -0.63615 1.28079
H -1.51878 1.50048 0.68698
H -1.36479 0.61538 -0.82828
H -0.93998 2.12206 -0.75537
*
```

# 3
ORCA calculation (ωB97M-V/def2-TZVPD) on the ion CH3N4Si with charge -1.

**E_HOMO**: -4.538 eV
**Gap between HOMO and LUMO**: 8.76 eV
**Max |F|**: 2.70 eV Å⁻¹

The geometry in ORCA input format:
```
! wB97M-V def2-TZVPD RIJCOSX def2/J DEFGRID3
* xyz -1 1
C 1.61989 -1.26000 -0.02138
N 2.98819 0.84798 -0.02132
N 1.82896 1.01723 0.04630
N 2.67422 -1.71571 0.12561
N 4.08653 0.58267 -0.05811
Si 0.29128 -0.04251 0.06347
H -0.69557 -1.20233 0.00082
H -0.09426 0.29428 -1.30745
H 0.15038 0.63883 1.33502
*
```

# 4
ORCA calculation (ωB97M-V/def2-TZVPD) on an isolated molecule of CH3N5.

**E_HOMO**: -9.045 eV
**Gap between HOMO and LUMO**: 9.48 eV
**Max |F|**: 9.38 eV Å⁻¹

The geometry in ORCA input format:
```
! wB97M-V def2-TZVPD RIJCOSX def2/J DEFGRID3
* xyz 0 1
C -0.64816 -0.34184 0.04055
H -2.55158 0.51152 -0.22127
H 2.22867 0.41190 0.13394
H 0.08799 1.55315 -0.14473
N -1.97469 -0.37479 -0.07984
N 0.01475 -1.46118 0.22578
N 1.18873 -1.13699 -0.07154
N 1.33581 0.11301 -0.19971
N 0.31847 0.72521 0.31683
*
```

# 5
ORCA calculation (ωB97M-V/def2-TZVPD) on an isolated molecule of CH3N5O2.

**E_HOMO**: -10.385 eV
**Gap between HOMO and LUMO**: 10.42 eV
**Max |F|**: 3.54 eV Å⁻¹

The geometry in ORCA input format:
```
! wB97M-V def2-TZVPD RIJCOSX def2/J DEFGRID3
* xyz 0 1
C -2.77423 0.30160 0.12914
N -3.88047 0.59872 0.31350
N 0.70480 0.11799 0.45657
N -1.54988 0.10041 -0.36775
N -0.57261 -0.48021 0.42844
N -0.38990 -1.92491 0.06538
O 0.66664 -2.35550 0.39282
O -1.34871 -2.44156 -0.43828
H 1.08509 0.11360 1.37776
H 1.35854 -0.36743 -0.22550
H -1.32055 0.39450 -1.24514
*
```

# 6
ORCA calculation (ωB97M-V/def2-TZVPD) on a cluster of 2 separate species, CH3N5O2 in total.

**E_HOMO (spin up / spin down)**: -9.804 / -9.802 eV
**Gap between HOMO and LUMO (spin up / spin down)**: 8.07 / 8.07 eV
**Max |F|**: 1.61 eV Å⁻¹

The geometry in ORCA input format:
```
! wB97M-V def2-TZVPD RIJCOSX def2/J DEFGRID3
* xyz 0 1
C 0.65599 0.62748 -1.35435
N 0.13136 -0.21987 -1.97183
N -0.92582 -0.48643 0.32764
N 0.92437 1.46620 -0.41816
N 0.07745 0.02403 0.91840
N -0.36236 1.28142 1.58862
O -1.53359 1.61215 1.50744
O 0.56056 1.86958 2.03023
H -0.78416 -1.36245 -0.13302
H -1.81544 -0.02798 0.23283
H 1.82262 1.20155 -0.00657
*
```

# 7
ORCA calculation (ωB97M-V/def2-TZVPD) on an isolated molecule of CH3NO.

**E_HOMO**: -10.040 eV
**Gap between HOMO and LUMO**: 10.95 eV
**Max |F|**: 4.19 eV Å⁻¹

The geometry in ORCA input format:
```
! wB97M-V def2-TZVPD RIJCOSX def2/J DEFGRID3
* xyz 0 1
C 0.33441 0.26528 -0.56373
H -0.75239 -1.08377 0.81213
H -0.30625 -0.38464 -1.19368
H 1.13810 0.83204 -1.07242
N 0.20323 0.55629 0.63875
O -0.61709 -0.18519 1.37895
*
```

# 8
ORCA calculation (ωB97M-V/def2-TZVPD) on an isolated molecule of CH3NO.

**E_HOMO**: -10.507 eV
**Gap between HOMO and LUMO**: 11.49 eV
**Max |F|**: 3.19 eV Å⁻¹

The geometry in ORCA input format:
```
! wB97M-V def2-TZVPD RIJCOSX def2/J DEFGRID3
* xyz 0 1
C 0.71240 -0.13539 -0.09350
H -1.19636 0.75605 0.02496
H 0.62396 0.93722 0.00546
H 1.71364 -0.47962 0.13182
N -0.31461 -0.86707 -0.02944
O -1.53903 -0.21119 -0.03930
*
```

Which value of max |F| does entry 3 give?
2.70 eV Å⁻¹

The lowest max |F| belongs to which entry?
number 6

Which formula does entry 8 have?
CH3NO

The lowest max |F| belongs to which entry?
number 6